1.
Entry from the OMol25 dataset: an isolated ion of composition C4H7N2O and charge +1 at a distorted geometry (wB97M-V/def2-TZVPD).

As for the energy relative to the best compared isomer or geometry (same formula, charge and spin): 441.4 kJ/mol. Its total energy is -340.968119 a.u. Its net charge is +1. For the HOMO-LUMO gap, the calculation gives 10.17 eV.

Cartesian coordinates (Å):
1 H 1.794 -1.516 0.298
2 N 1.757 -0.915 -0.540
3 N 0.666 -0.505 -0.814
4 C 0.490 0.448 -1.866
5 C -0.609 -1.089 0.134
6 O -1.378 -1.783 -0.390
7 C -0.217 -0.664 1.561
8 C 0.185 0.593 1.822
9 H -0.249 1.298 -1.571
10 H 1.481 0.827 -2.099
11 H 0.006 0.012 -2.688
12 H 0.069 -1.487 2.361
13 H 0.512 0.994 2.711
14 H -0.189 1.363 1.254

Cartesian forces, eV/Å:
-0.4021 -0.0575 -0.1707
2.0053 -0.0913 -0.1652
-2.0302 -0.4074 1.1646
-0.7685 2.5600 0.5846
0.8034 0.5339 1.4218
0.0690 0.3026 0.1115
1.8357 -1.2999 1.1791
-2.1275 -2.3068 -0.7148
1.4684 -1.4800 0.0054
-0.1197 0.1361 -0.2702
-0.4531 -0.9557 -1.2675
-1.0974 1.3843 -2.0047
1.0534 -0.0553 2.2767
-0.2368 1.7371 -2.1506

---

2.
Entry from the OMol25 dataset: C24H24N3O2PtSSbSe as an isolated structure at a distorted geometry (wB97M-V/def2-TZVPD).

Its total energy is -4402.169559 a.u. Its net charge is +2. For the HOMO-LUMO gap (spin up / spin down), the calculation gives 3.29 / 3.30 eV.

Cartesian coordinates (Å):
1 Pt -0.582 0.291 -0.824
2 S -1.338 -1.457 -2.595
3 C -1.972 -2.900 -1.977
4 N -1.978 -3.317 -0.717
5 C -2.510 -4.669 -0.600
6 C -2.919 -5.000 -2.050
7 N -2.486 -3.822 -2.778
8 H -1.632 -2.799 0.074
9 H -3.357 -4.705 0.087
10 H -1.736 -5.344 -0.224
11 H -3.997 -5.144 -2.156
12 H -2.406 -5.882 -2.438
13 H -2.620 -3.707 -3.768
14 C 0.456 -1.589 2.753
15 C -0.041 -1.018 1.468
16 O -1.067 -0.319 1.409
17 O 0.587 -1.246 0.370
18 H 0.215 -2.651 2.792
19 H -0.030 -1.088 3.586
20 H 1.538 -1.485 2.820
21 C 7.304 -0.401 -2.670
22 C 6.502 0.720 -2.790
23 C 5.249 0.756 -2.198
24 C 4.842 -0.352 -1.487
25 C 5.615 -1.485 -1.358
26 C 6.866 -1.506 -1.959
27 Sb 2.878 -0.270 -0.500
28 C 1.681 0.647 -2.109
29 C 1.400 -0.108 -3.252
30 C 0.902 0.507 -4.390
31 C 0.710 1.881 -4.417
32 C 0.999 2.639 -3.292
33 C 1.484 2.035 -2.142
34 C 2.862 1.507 0.731
35 C 4.068 2.112 1.050
36 C 4.056 3.353 1.668
37 C 2.854 3.957 1.996
38 C 1.653 3.317 1.725
39 C 1.655 2.086 1.092
40 H 8.276 -0.419 -3.139
41 H 6.843 1.583 -3.339
42 H 4.618 1.629 -2.288
43 H 5.261 -2.344 -0.804
44 H 7.486 -2.383 -1.859
45 H 1.596 -1.171 -3.268
46 H 0.677 -0.088 -5.259
47 H 0.354 2.360 -5.316
48 H 0.866 3.710 -3.306
49 H 1.747 2.654 -1.294
50 H 5.008 1.630 0.816
51 H 4.991 3.845 1.889
52 H 2.853 4.917 2.489
53 H 0.716 3.774 2.000
54 H 0.700 1.597 0.870
55 Se -3.082 3.597 -3.223
56 C -2.197 2.513 -2.224
57 N -1.559 1.802 -1.536

Cartesian forces, eV/Å:
0.3279 -2.2406 -0.6520
0.4996 1.7294 0.3222
0.0895 -0.0821 0.7020
-0.0985 0.1008 -0.0841
-0.1270 -0.5255 0.2833
-0.1809 -0.5916 0.0734
0.0806 0.2760 -0.0416
-0.0030 0.1742 -0.2889
0.0662 0.0608 -0.0852
-0.0945 0.0458 -0.0776
0.1258 0.0208 0.0282
-0.1068 0.0346 0.1187
0.0423 0.1626 -0.0259
-0.0984 -0.0064 -0.0103
-0.8164 0.2809 1.2863
0.0772 0.2067 -0.0458
0.1849 0.9918 -2.0175
0.0447 -0.0668 0.0084
0.0405 -0.0275 -0.0239
0.0096 -0.0199 0.0075
0.0865 -0.0952 -0.0411
-0.0210 0.1717 -0.0025
-0.1509 0.4059 -0.1405
-0.8289 -0.3874 0.6491
0.0696 -0.3500 0.1149
-0.1040 -0.0231 0.0861
-0.2609 1.9241 -0.9007
0.3814 -0.7485 1.1698
-0.1885 -0.2214 -0.8073
0.2863 -0.4576 0.1701
0.0108 0.1290 0.1725
0.2942 0.1052 0.1171
-0.2965 0.6231 0.0262
0.1092 -1.0808 -0.3643
0.2650 -0.0327 0.1039
0.1904 -0.0255 -0.0661
-0.0258 -0.0375 0.0604
-0.1455 0.0118 -0.0816
-0.3412 -0.1386 0.0577
0.0822 0.0182 -0.0337
0.0638 0.0810 -0.0956
0.0576 0.0805 -0.0620
0.0716 -0.0423 0.0109
0.0864 -0.0702 -0.0233
-0.1154 -0.0380 0.0381
0.0312 -0.0775 -0.1291
-0.1090 0.0358 -0.0355
-0.0147 0.0926 -0.0221
-0.1182 -0.0542 -0.0127
0.0738 0.0532 -0.0562
0.0505 0.0301 0.0372
-0.0163 0.0885 0.0471
-0.1089 0.0686 0.0449
0.2018 0.1422 0.1662
-0.1190 0.2065 -0.1295
-0.1097 -0.1516 -0.2846
0.5988 -0.7600 0.7391

---

3.
Entry from the OMol25 dataset: a 4-piece molecular cluster, C18H43N2O6 overall at a distorted geometry (wB97M-V/def2-TZVPD).

As for the energy relative to the best compared isomer or geometry (same formula, charge and spin): 109.6 kJ/mol. Its total energy is -1272.131882 a.u. Its net charge is +1. For the HOMO-LUMO gap, the calculation gives 8.57 eV.

Cartesian coordinates (Å):
1 N 2.914 -0.622 3.070
2 C 1.740 -0.253 2.650
3 C 0.580 -1.312 2.554
4 N -0.570 -0.925 1.668
5 C -1.780 -1.638 2.261
6 C -2.446 -0.488 3.155
7 C -2.148 0.948 2.516
8 C -0.954 0.509 1.501
9 H 3.547 0.197 3.068
10 H 1.655 0.838 2.346
11 H 0.281 -1.574 3.610
12 H 1.036 -2.248 2.093
13 H -0.535 -1.324 0.716
14 H -1.587 -2.483 2.978
15 H -2.441 -2.118 1.486
16 H -3.476 -0.702 3.551
17 H -1.808 -0.465 4.091
18 H -1.785 1.652 3.314
19 H -2.963 1.411 1.891
20 H -0.172 1.281 1.276
21 H -1.533 0.492 0.516
22 C -1.934 3.955 -0.629
23 O -1.257 4.108 0.608
24 C -0.587 5.366 0.707
25 C -1.360 6.337 1.587
26 O -2.584 6.726 0.974
27 C -3.707 6.063 1.536
28 H -2.565 3.067 -0.561
29 H -2.568 4.815 -0.858
30 H -1.204 3.806 -1.432
31 H -0.409 5.793 -0.284
32 H 0.387 5.172 1.169
33 H -0.764 7.246 1.713
34 H -1.536 5.909 2.580
35 H -3.907 6.451 2.540
36 H -3.556 4.981 1.582
37 H -4.572 6.267 0.904
38 C -0.765 0.805 -2.942
39 O -1.807 0.009 -2.392
40 C -2.862 -0.227 -3.325
41 C -2.782 -1.631 -3.908
42 O -1.637 -1.779 -4.742
43 C -0.590 -2.496 -4.106
44 H 0.077 0.790 -2.248
45 H -0.426 0.420 -3.907
46 H -1.106 1.838 -3.055
47 H -2.856 0.525 -4.119
48 H -3.803 -0.128 -2.775
49 H -3.659 -1.799 -4.539
50 H -2.788 -2.385 -3.114
51 H -0.858 -3.554 -4.022
52 H -0.369 -2.092 -3.115
53 H 0.304 -2.410 -4.724
54 C 3.279 -3.814 1.296
55 O 3.040 -3.439 -0.055
56 C 4.061 -2.584 -0.568
57 C 5.016 -3.345 -1.475
58 O 5.790 -4.284 -0.737
59 C 5.325 -5.617 -0.899
60 H 2.571 -4.602 1.560
61 H 4.292 -4.195 1.438
62 H 3.109 -2.956 1.954
63 H 4.604 -2.092 0.245
64 H 3.560 -1.808 -1.157
65 H 5.719 -2.634 -1.920
66 H 4.474 -3.837 -2.289
67 H 5.565 -5.977 -1.905
68 H 4.249 -5.693 -0.727
69 H 5.839 -6.247 -0.172

Cartesian forces, eV/Å:
-2.3096 0.6440 -0.7586
2.0869 0.1721 0.1264
2.6939 -0.1258 0.0138
-0.7607 -1.2265 0.8994
-2.6910 0.3636 1.3001
0.7591 0.3245 0.8498
1.1792 -1.4923 -0.2817
-2.7388 2.2059 -1.9508
-0.3547 -0.5615 0.0740
-0.7357 -1.3979 0.2597
-0.1585 0.5060 -1.3057
-0.5749 1.1320 0.6816
0.9417 0.2437 0.5352
0.7175 0.8589 -1.0088
0.7162 1.1023 0.3692
0.9262 0.1941 -0.9326
-0.6994 -0.2084 -0.8718
-0.5150 -0.6653 -0.9474
0.8629 -0.5660 0.8791
-0.2939 -1.2379 0.7884
0.9135 -0.1115 1.0209
0.0148 -0.1391 0.0247
-0.0581 0.0225 -0.1128
0.0094 -0.1068 0.5227
0.0082 0.2933 -0.4762
0.0211 -0.3967 0.1733
-0.0429 0.1940 -0.0722
0.0505 0.0022 0.0241
0.0578 0.0060 0.0084
-0.0877 0.0622 -0.1181
-0.1002 0.0042 0.0400
0.0091 0.0533 -0.0165
0.0476 -0.0476 0.0288
0.0077 -0.0578 -0.0651
-0.0436 -0.1022 0.0220
0.0252 -0.0116 0.0365
0.1014 0.0721 0.0115
-0.0117 0.0040 0.1131
0.1862 0.0837 -0.0627
-0.1532 -0.3975 0.3225
0.0460 0.3213 -0.4834
0.0680 -0.0088 0.4473
-0.0235 -0.0282 -0.2272
-0.0702 -0.0144 0.0248
-0.0573 0.0112 0.0142
0.0699 0.0123 -0.1014
0.0791 -0.0760 0.0050
-0.0171 0.0061 -0.0521
-0.0342 0.0102 0.0670
0.0315 0.0661 0.0204
0.0691 -0.0033 0.0923
-0.0186 -0.0100 0.0327
-0.1148 0.0088 -0.0347
-0.1746 -0.0686 -0.0615
0.0736 0.0842 0.2324
-0.2170 -0.1794 -0.4146
0.3763 0.1560 0.3601
-0.3944 -0.0430 -0.0726
0.1660 -0.0257 0.0324
0.0084 0.0067 -0.1189
-0.0166 0.0645 0.0143
0.2256 -0.0191 0.1357
0.0383 -0.1017 -0.0081
0.0462 0.0216 -0.0273
-0.0564 0.0336 -0.0282
-0.0553 0.0190 0.0839
-0.0891 -0.0601 0.0154
-0.0117 0.0116 -0.0450
0.0463 0.1131 -0.0475

---

4.
Entry from the OMol25 dataset: a 2-piece molecular cluster, C2H4ClNO2 overall at a distorted geometry (wB97M-V/def2-TZVPD).

As for the energy relative to the best compared isomer or geometry (same formula, charge and spin): 563.7 kJ/mol. Its total energy is -743.820242 a.u. Its net charge is 0. For the HOMO-LUMO gap (spin up / spin down), the calculation gives 5.43 / 8.52 eV.

Cartesian coordinates (Å):
1 C 0.203 1.597 -0.121
2 C -0.599 0.444 -0.175
3 N 2.397 -0.418 0.358
4 O 0.692 2.633 -0.298
5 O 1.673 -1.360 -0.371
6 Cl 3.619 0.291 -0.627
7 H -1.422 0.537 -0.891
8 H 0.049 -0.404 -0.466
9 H -0.985 0.203 0.816
10 H 2.279 -2.039 -0.703

Cartesian forces, eV/Å:
2.9050 0.6969 0.3170
-1.0499 -0.8826 -0.4082
-0.7819 0.4264 0.8967
-1.1100 -0.7391 0.0463
0.0363 -0.0892 -0.3266
0.2042 0.1176 -0.5440
-0.1911 0.0344 0.0014
-0.1242 0.2156 -0.0376
0.0377 0.1617 0.0449
0.0739 0.0581 0.0100

---

5.
Entry from the OMol25 dataset: C40H58N6O7P2SSeY as an isolated structure (wB97M-V/def2-TZVPD).

Its total energy is -5935.190902 a.u. Its net charge is -1. For the HOMO-LUMO gap, the calculation gives 6.58 eV.

Cartesian coordinates (Å):
1 Y 0.784 -0.063 -1.023
2 C 0.120 -1.156 3.126
3 P 1.285 -0.215 2.085
4 C 2.775 -1.320 2.247
5 N 2.850 -2.015 3.349
6 C 3.909 -2.849 3.524
7 C 3.990 -3.643 4.690
8 C 5.067 -4.462 4.877
9 C 6.103 -4.519 3.917
10 C 6.041 -3.761 2.782
11 C 4.931 -2.915 2.567
12 N 4.857 -2.176 1.427
13 C 3.806 -1.430 1.231
14 P 3.706 -0.490 -0.372
15 C 5.118 0.660 -0.107
16 C 4.372 -1.611 -1.722
17 C 5.786 -2.154 -1.510
18 C 3.377 -2.769 -1.889
19 C 4.352 -0.763 -3.004
20 C 1.736 1.239 3.192
21 C 0.510 2.158 3.179
22 C 2.102 0.897 4.634
23 C 2.905 1.974 2.537
24 H 0.508 -1.290 4.134
25 H -0.037 -2.134 2.670
26 H -0.838 -0.638 3.141
27 H 3.179 -3.581 5.403
28 H 5.131 -5.078 5.765
29 H 6.947 -5.176 4.083
30 H 6.814 -3.792 2.025
31 H 5.981 0.127 0.296
32 H 4.843 1.461 0.573
33 H 5.389 1.106 -1.064
34 H 5.845 -2.830 -0.662
35 H 6.519 -1.357 -1.365
36 H 6.069 -2.700 -2.415
37 H 3.251 -3.340 -0.967
38 H 3.747 -3.450 -2.662
39 H 2.397 -2.402 -2.205
40 H 5.083 0.052 -2.966
41 H 3.344 -0.373 -3.200
42 H 4.642 -1.412 -3.836
43 H -0.360 1.677 3.636
44 H 0.244 2.454 2.159
45 H 0.726 3.067 3.748
46 H 1.284 0.409 5.164
47 H 2.339 1.822 5.171
48 H 2.973 0.243 4.683
49 H 2.681 2.219 1.495
50 H 3.818 1.374 2.564
51 H 3.105 2.910 3.068
52 O 1.355 0.033 -2.822
53 O -3.073 3.915 -2.048
54 C -2.372 4.310 -3.203
55 N -1.751 5.588 -3.025
56 C -0.492 5.866 -2.587
57 O -0.117 7.021 -2.463
58 C 0.463 4.732 -2.379
59 C 1.710 4.845 -2.985
60 C 2.619 3.813 -2.855
61 C 2.262 2.709 -2.099
62 N 1.102 2.625 -1.446
63 C 0.211 3.607 -1.599
64 H -2.945 2.951 -1.979
65 H -3.068 4.411 -4.042
66 H -1.609 3.574 -3.469
67 H -2.337 6.408 -3.079
68 H 1.936 5.733 -3.561
69 H 3.582 3.844 -3.346
70 H 2.917 1.852 -2.024
71 H -0.740 3.484 -1.089
72 O -0.332 -3.714 1.193
73 S -0.517 -2.754 0.114
74 O -1.312 -1.570 0.566
75 O 0.842 -2.118 -0.213
76 O -1.078 -3.321 -1.108
77 C -3.725 -0.304 -5.065
78 C -4.810 -0.657 -4.054
79 C -4.625 -2.049 -3.452
80 C -3.476 -2.136 -2.456
81 N -3.774 -1.403 -1.223
82 C -3.144 -0.287 -0.787
83 Se -2.016 0.744 -1.833
84 N -3.484 -0.076 0.498
85 C -2.808 0.844 1.395
86 C -3.280 2.289 1.341
87 C -4.780 2.497 1.558
88 C -5.633 2.229 0.319
89 C -4.316 -1.102 0.921
90 C -4.898 -1.375 2.147
91 C -5.659 -2.531 2.243
92 C -5.825 -3.385 1.151
93 C -5.242 -3.107 -0.076
94 C -4.488 -1.950 -0.168
95 H -3.874 0.700 -5.465
96 H -3.732 -1.006 -5.903
97 H -2.735 -0.327 -4.606
98 H -5.792 -0.601 -4.532
99 H -4.811 0.085 -3.250
100 H -4.437 -2.774 -4.249
101 H -5.548 -2.364 -2.953
102 H -2.551 -1.730 -2.854
103 H -3.251 -3.163 -2.167
104 H -1.738 0.776 1.180
105 H -2.952 0.445 2.400
106 H -2.981 2.742 0.393
107 H -2.719 2.818 2.118
108 H -4.940 3.533 1.869
109 H -5.121 1.871 2.391
110 H -5.255 2.800 -0.533
111 H -6.668 2.530 0.489
112 H -5.639 1.175 0.040
113 H -4.758 -0.730 3.003
114 H -6.120 -2.784 3.188
115 H -6.409 -4.288 1.268
116 H -5.351 -3.778 -0.916

Cartesian forces, eV/Å:
-0.7474 0.2497 -0.1168
0.0568 0.0090 0.0912
-0.0322 0.0409 0.0980
0.0512 0.0166 -0.0369
0.0655 -0.0173 0.0206
-0.0577 0.0401 -0.0050
0.0185 -0.0230 0.0150
-0.0205 0.0104 0.0085
0.0113 0.0039 -0.0168
0.0151 -0.0204 0.0179
0.0010 0.0222 -0.0419
0.0301 -0.0255 -0.0044
-0.0879 0.0635 0.0757
0.0532 -0.0306 -0.0189
0.0345 -0.0533 -0.0075
-0.0458 -0.1205 0.0070
-0.0112 0.0225 0.0338
-0.0135 0.0462 -0.0357
-0.0426 0.0328 0.0077
0.0939 -0.0366 -0.0306
-0.0615 0.0052 -0.0074
0.0261 0.0092 0.0034
-0.0216 0.0181 -0.0035
0.0026 0.0352 0.0013
-0.0251 0.0189 -0.0455
-0.0133 -0.0095 -0.0248
0.0017 0.0001 0.0037
0.0029 -0.0004 0.0026
0.0006 -0.0018 0.0014
0.0021 -0.0010 0.0030
-0.0120 0.0009 -0.0134
-0.0465 0.0445 0.0452
0.0120 0.0182 -0.0145
0.0054 -0.0169 -0.0031
-0.0184 -0.0070 -0.0056
0.0095 0.0024 -0.0027
-0.0265 0.0106 0.0036
0.0507 0.0476 -0.0009
0.1105 -0.0500 0.0567
-0.0103 -0.0117 0.0028
0.0057 0.0079 0.0152
0.0004 0.0005 -0.0067
0.0374 0.0106 -0.0300
0.0032 -0.0179 0.0238
-0.0067 0.0065 -0.0004
-0.0055 0.0006 -0.0293
0.0131 -0.0037 0.0072
-0.0111 -0.0074 0.0043
0.0125 0.0073 -0.0356
-0.0036 -0.0223 0.0137
0.0102 -0.0007 -0.0006
0.2470 -0.0699 -0.1220
0.0670 -0.0667 -0.0545
-0.0775 0.0002 -0.1848
0.0524 0.1234 0.1825
-0.0055 0.0993 -0.1167
0.0063 -0.0311 0.0651
0.1348 -0.1115 0.0260
-0.0571 -0.0221 0.0067
-0.0545 0.0425 -0.0088
0.0388 0.0880 0.0851
-0.1536 -0.1260 0.1332
0.1229 0.0524 -0.0472
-0.1263 -0.1148 0.2428
0.0254 -0.0626 -0.0016
-0.0526 0.0395 -0.0239
0.0013 -0.0213 -0.0179
0.0046 0.0022 0.0001
0.0105 -0.0027 -0.0023
-0.0110 -0.0239 -0.0069
0.0749 0.0130 0.0092
-0.0384 -0.0568 -0.0258
0.1395 0.3662 0.1548
-0.0569 -0.0047 -0.1532
0.4151 -0.6841 -0.1009
-0.0413 -0.0262 0.0434
0.0083 0.0208 0.0253
0.0133 -0.0168 -0.0297
-0.0748 0.0374 0.0460
-0.1291 0.0140 -0.0549
0.2958 0.0449 0.1439
-0.1372 -0.4144 0.0061
0.0525 0.2267 -0.0871
-0.2601 0.1363 -0.0600
0.1578 0.1630 0.0852
-0.0392 0.0442 -0.0335
0.0231 -0.0163 -0.0317
-0.0365 0.0357 -0.0052
0.1578 -0.0093 -0.0498
-0.0616 -0.0480 0.0563
0.0313 0.0717 0.0268
0.0271 -0.0057 -0.0835
-0.0474 -0.0828 0.0459
0.0118 0.0718 -0.0559
0.0060 -0.0055 -0.0042
0.0036 -0.0076 -0.0076
-0.0211 0.0029 -0.0429
0.0075 0.0081 0.0005
-0.0239 0.0065 0.0086
0.0085 0.0018 0.0002
0.0039 -0.0007 -0.0266
0.0445 0.0135 -0.0096
0.0061 0.0620 0.0554
-0.0858 -0.0597 -0.0096
0.0065 -0.0218 -0.0155
-0.0243 -0.0192 -0.0407
-0.0023 -0.0108 0.0205
-0.0075 0.0028 0.0084
-0.0099 0.0096 0.0062
0.0047 -0.0071 0.0055
-0.0021 -0.0091 0.0011
0.0014 0.0135 0.0012
0.0036 0.0107 -0.0014
-0.0014 0.0029 0.0001
-0.0024 0.0015 -0.0037
0.0087 0.0059 0.0029

---

6.
Entry from the OMol25 dataset: a 2-piece molecular cluster, C2H8NOS overall at a distorted geometry (wB97M-V/def2-TZVPD).

As for the energy relative to the best compared isomer or geometry (same formula, charge and spin): 59.4 kJ/mol. Its total energy is -609.105082 a.u. Its net charge is 0. For the HOMO-LUMO gap (spin up / spin down), the calculation gives 10.25 / 7.06 eV. As for the spin multiplicity: 2.

Cartesian coordinates (Å):
1 C -2.086 0.570 0.341
2 S -0.947 1.290 -0.880
3 H -2.189 -0.515 0.263
4 H -1.744 0.727 1.366
5 H -3.088 0.961 0.181
6 N 0.548 -1.980 0.562
7 C 1.718 -1.064 0.714
8 O 1.749 0.060 -0.068
9 H -0.191 -1.578 1.114
10 H 0.164 -2.164 -0.348
11 H 1.716 -0.930 1.797
12 H 2.556 -1.753 0.565
13 H 0.983 0.644 0.050

Cartesian forces, eV/Å:
0.1897 -0.0080 0.0981
-0.6825 -0.3560 0.3906
0.2456 0.0030 -0.5229
-0.0590 0.3219 -0.1083
-0.0114 0.1788 0.0743
0.1172 0.7893 0.8478
-1.0995 -2.7158 0.4500
0.8065 0.3597 -0.4782
-0.4638 -0.1381 0.1139
0.4666 0.1832 -0.5642
0.0738 0.7515 0.1571
0.4053 0.8834 -0.6865
0.0115 -0.2529 0.2282